{"formula": "C20H50BBrCl3FMg2N4O16P2S", "method": "ωB97M-V/def2-TZVPD", "lumo_ev": -3.64, "homo_energy_ha": -0.1880, "symbols": ["N", "C", "C", "O", "S", "O", "O", "O", "C", "C", "B", "O", "O", "H", "H", "H", "H", "H", "H", "H", "H", "H", "H", "C", "O", "N", "N", "H", "H", "H", "H", "C", "C", "C", "N", "C", "C", "C", "C", "C", "H", "H", "H", "H", "H", "H", "H", "H", "H", "H", "H", "H", "H", "H", "H", "H", "H", "H", "C", "O", "P", "O", "O", "C", "O", "C", "H", "H", "H", "H", "H", "H", "H", "H", "H", "F", "C", "Cl", "Cl", "Cl", "H", "Mg", "Br", "C", "C", "C", "O", "H", "H", "H", "H", "H", "H", "H", "H", "O", "P", "O", "O", "O", "Mg"], "positions_angstrom": [[-3.761266, 0.611338, 0.289648], [-2.765883, 0.923079, 1.423797], [-1.276019, 0.353192, 0.921220], [-1.030553, -1.027161, 1.458354], [0.542751, -1.334373, 0.874354], [0.980843, -2.594626, 1.658417], [0.791151, -1.480579, -0.646768], [1.196692, 0.192451, 1.258574], [0.065069, 1.149821, 1.473461], [0.347925, 2.689660, 0.988455], [-0.004350, 2.985340, -0.602969], [-1.396719, 3.058182, -1.106407], [1.101534, 3.232586, -1.549408], [-3.893086, -0.440937, 0.220362], [-3.281365, 0.860318, -0.608536], [-3.005841, 0.335340, 2.413655], [-2.675903, 2.093085, 1.598159], [-1.252033, 0.129543, -0.251152], [0.052797, 1.232709, 2.663222], [1.472624, 3.005706, 1.174694], [-0.385537, 3.389853, 1.615976], [-1.495502, 2.606158, -1.996712], [0.988759, 2.736463, -2.412248], [-1.163990, -2.025583, 5.301426], [-0.477620, -1.068146, 5.621751], [-1.354112, -2.387993, 4.019902], [-1.791621, -2.804083, 6.201231], [-1.915603, -3.173192, 3.736500], [-0.899017, -1.828326, 3.310673], [-1.674723, -2.565785, 7.177442], [-2.360996, -3.596685, 5.956754], [5.156839, -4.954463, -4.899686], [4.718868, -3.644074, -4.268028], [4.575290, -3.657157, -2.744081], [3.282253, -4.271779, -2.154217], [3.221415, -3.805434, -0.689103], [1.999126, -3.849405, -2.870135], [1.747821, -4.932094, -3.896008], [2.232249, -6.207326, -3.237551], [3.254336, -5.806956, -2.182717], [4.624655, -5.820299, -4.513256], [4.985498, -4.921538, -5.980476], [6.226708, -5.120482, -4.736521], [3.817078, -3.263186, -4.751957], [5.493513, -2.905812, -4.515002], [4.581593, -2.610570, -2.409823], [5.421182, -4.165104, -2.268193], [3.141703, -2.714743, -0.682383], [4.136949, -4.132765, -0.191017], [2.343897, -4.248919, -0.210502], [1.189432, -3.839606, -2.130837], [2.120046, -2.840472, -3.282314], [2.294826, -4.754063, -4.824582], [0.689382, -4.991716, -4.172940], [2.658484, -6.900140, -3.969643], [1.393599, -6.731284, -2.764073], [4.264143, -6.185691, -2.361510], [2.923718, -6.167354, -1.201713], [-8.600836, 4.314060, 3.004927], [-8.440482, 3.941265, 1.651408], [-7.069480, 4.370592, 0.922067], [-5.922643, 4.676711, 1.828460], [-7.501778, 5.567310, -0.067371], [-8.442314, 6.512802, 0.386874], [-6.821588, 3.154656, -0.104649], [-5.609035, 3.164830, -0.825961], [-9.666550, 4.443403, 3.207104], [-8.208370, 3.521358, 3.647250], [-8.090559, 5.255699, 3.228630], [-8.207463, 6.848372, 1.399937], [-9.442622, 6.072407, 0.359739], [-8.424666, 7.376978, -0.282380], [-4.828989, 2.689435, -0.226610], [-5.305979, 4.185686, -1.081957], [-5.743574, 2.596911, -1.748893], [2.674589, 4.090116, 0.598787], [2.690082, -4.180723, 4.241557], [2.619021, -5.458207, 5.467339], [1.672796, -2.808782, 4.713108], [4.363097, -3.655835, 3.986395], [2.308599, -4.584892, 3.300403], [-6.779809, 1.214456, -0.662952], [-3.914840, -2.164391, 7.155574], [4.140125, 2.458978, -4.740881], [4.257716, 3.973804, -4.796359], [5.347743, 4.479546, -3.864895], [3.011578, 4.558056, -4.426210], [3.877457, 2.122997, -3.731528], [3.343552, 2.110248, -5.406976], [5.078578, 1.979138, -5.035696], [4.475345, 4.288774, -5.822774], [5.127901, 4.215137, -2.824350], [5.412629, 5.572084, -3.905929], [6.322408, 4.060261, -4.133391], [2.810238, 4.283765, -3.516067], [1.228805, 1.543301, 5.192292], [0.493723, 1.973450, 6.472453], [1.051750, 1.189748, 7.671733], [-1.008500, 1.681534, 6.322962], [0.702325, 3.479290, 6.702388], [2.847012, 3.070747, 5.468886]], "atomic_forces_ev_per_a": [[1.34, -0.87, 0.60], [1.53, -0.65, -0.67], [0.39, 0.95, -0.07], [2.52, 0.33, -2.09], [1.61, -2.16, -0.58], [-1.27, 4.89, -2.51], [-1.54, 0.55, 4.88], [-1.61, -2.61, -0.94], [-1.52, 1.36, 2.00], [-0.95, -0.29, -0.31], [0.95, 0.48, -1.38], [1.93, -1.71, -0.28], [-2.40, -2.06, 0.36], [0.14, 1.72, 0.29], [-0.57, -0.13, 1.07], [0.22, 1.39, -1.99], [-0.25, -2.64, -0.36], [-0.12, 1.23, 2.35], [-0.48, -0.43, -2.45], [-1.44, -0.01, -0.58], [1.55, -1.70, -0.98], [0.39, 1.24, 1.42], [-0.16, 1.12, 1.33], [0.57, 1.14, -0.70], [0.02, -0.32, 0.28], [-0.25, -0.04, -1.12], [0.13, -0.59, 1.28], [0.08, 0.16, 0.05], [-0.25, -0.30, 0.29], [0.45, -0.33, -0.16], [0.31, -0.14, 0.05], [0.14, -0.18, -0.28], [0.12, -0.02, 0.01], [-0.44, 0.45, -0.21], [0.13, 0.12, 0.90], [0.08, -0.04, -0.64], [0.15, 0.18, 0.00], [-0.19, 0.22, -0.67], [-0.20, -0.87, -0.13], [0.10, 0.14, 0.23], [-0.08, -0.06, -0.04], [0.11, -0.06, 0.16], [-0.16, -0.05, 0.00], [-0.02, 0.01, 0.20], [-0.21, 0.01, 0.29], [-0.15, -0.35, 0.11], [-0.28, -0.04, -0.02], [-0.06, -0.26, 0.04], [-0.13, 0.05, -0.08], [0.16, 0.16, -0.16], [0.36, 0.14, 0.00], [0.00, -0.24, 0.25], [0.00, 0.07, 0.13], [0.21, 0.10, 0.16], [-0.07, 0.11, 0.14], [0.22, 0.10, -0.04], [-0.18, 0.22, 0.01], [0.25, 0.32, -0.16], [-0.11, 0.15, 1.21], [1.16, 0.02, -1.67], [0.44, 1.12, 1.56], [-1.71, -0.53, -1.46], [0.85, -1.45, 0.09], [-0.72, 0.61, 0.22], [-1.19, 1.08, 0.78], [2.23, 1.65, -0.39], [0.11, -0.11, -0.22], [-0.01, 0.20, -0.02], [0.01, -0.22, 0.03], [-0.04, 0.05, -0.06], [0.07, 0.09, 0.10], [0.16, -0.23, 0.07], [0.01, 0.12, -0.09], [-0.10, -0.18, 0.00], [0.03, 0.26, -0.22], [0.15, -0.20, 0.67], [-0.50, 0.37, 0.00], [0.03, 0.02, -0.15], [0.62, -0.41, 0.07], [0.00, -0.08, -0.10], [0.16, 0.13, 0.31], [-1.16, -2.66, 0.07], [-1.34, 0.53, 0.32], [-0.08, -0.31, -0.23], [-0.08, -0.10, 0.69], [0.23, 0.22, 0.03], [-0.14, -0.08, -0.15], [0.14, 0.14, 0.02], [0.13, 0.09, -0.01], [-0.07, 0.00, 0.04], [-0.22, 0.05, 0.11], [-0.02, -0.08, -0.13], [-0.01, -0.18, -0.07], [-0.05, 0.04, 0.04], [0.10, 0.23, -0.15], [3.17, 1.40, -1.64], [-1.14, -1.07, 1.88], [-0.35, 0.19, -0.44], [0.20, -0.07, 0.13], [2.16, 0.91, -0.95], [-4.31, -1.53, 0.44]], "lowdin_charge": [-0.06, -0.12, -0.22, -0.27, 0.86, -0.36, -0.35, -0.20, -0.22, -0.04, -0.43, 0.03, 0.04, 0.07, 0.05, 0.15, 0.15, 0.15, 0.17, 0.07, 0.14, 0.10, 0.10, -0.75, 0.03, 0.16, -0.02, 0.11, 0.06, 0.04, 0.05, -0.09, -0.22, -0.10, -0.23, 0.02, -0.09, -0.15, -0.15, -0.09, 0.05, 0.09, 0.09, 0.10, 0.13, 0.14, 0.14, 0.10, 0.11, 0.10, 0.13, 0.15, 0.10, 0.13, 0.12, 0.12, 0.13, 0.13, -0.11, -0.24, 0.45, -0.22, -0.22, -0.11, -0.48, -0.25, 0.10, 0.10, 0.08, 0.09, 0.09, 0.10, 0.06, 0.12, 0.00, -0.71, -1.53, 0.52, 0.65, 0.50, 0.00, 0.48, 0.16, -0.08, -0.50, -0.06, -0.06, 0.08, 0.07, 0.07, 0.14, 0.09, 0.08, 0.08, 0.08, -0.44, -0.15, -0.26, -0.18, -0.36, 1.36]}

=====

{"formula": "C20H50BCuN2O13V", "method": "ωB97M-V/def2-TZVPD", "charge": -2, "lumo_ev": [3.75, 3.75], "homo_energy_ha": [0.0174, 0.0088], "spin_multiplicity": 2, "e_above_lowest_kj_mol": 261.88, "symbols": ["O", "V", "Cu", "C", "O", "O", "O", "C", "O", "O", "O", "B", "H", "H", "H", "H", "C", "O", "C", "C", "N", "C", "C", "O", "C", "H", "H", "H", "H", "H", "H", "H", "H", "H", "H", "H", "H", "H", "H", "H", "C", "O", "C", "C", "N", "C", "C", "O", "C", "H", "H", "H", "H", "H", "H", "H", "H", "H", "H", "H", "H", "H", "H", "H", "C", "C", "C", "O", "H", "H", "H", "H", "H", "H", "H", "H", "C", "C", "C", "O", "H", "H", "H", "H", "H", "H", "H", "H"], "positions_angstrom": [[18.188000, -5.464020, -15.621590], [18.106280, -6.514780, -16.804920], [15.556020, -8.417490, -18.757950], [17.947210, -5.978200, -19.437670], [17.728800, -5.233810, -18.472140], [18.944250, -5.942060, -20.197710], [17.951840, -7.112480, -19.012090], [20.372450, -8.009080, -16.769450], [20.538740, -8.774060, -17.695810], [19.419420, -8.043010, -16.038910], [20.224110, -6.936300, -17.308110], [16.197940, -7.675130, -16.511300], [15.946290, -6.739960, -16.987090], [16.670230, -7.401580, -15.580520], [15.277890, -8.211640, -16.338350], [16.922600, -8.260820, -17.055420], [15.849680, -6.899440, -22.042920], [15.090330, -7.222240, -20.866980], [13.674050, -7.306160, -21.164140], [12.874020, -7.369830, -19.860580], [13.195330, -8.566140, -19.130760], [12.683180, -8.527570, -17.751110], [12.719730, -9.922250, -17.107710], [11.812700, -10.804500, -17.810020], [12.156550, -12.173650, -17.625920], [15.560250, -5.893690, -22.347550], [15.616450, -7.535920, -22.896490], [16.919650, -6.975930, -21.849470], [13.355610, -8.122260, -21.812730], [13.261480, -6.454750, -21.705440], [11.822540, -7.519660, -20.105610], [12.977560, -6.431560, -19.315590], [12.743660, -9.339740, -19.597290], [11.633190, -8.242400, -17.816660], [13.121290, -7.769120, -17.102320], [12.399310, -9.721300, -16.085430], [13.717200, -10.336220, -16.960130], [11.410550, -12.796820, -18.119120], [12.133900, -12.441450, -16.569580], [13.093930, -12.494350, -18.080420], [13.595810, -9.789810, -12.520780], [14.940140, -10.338980, -12.446160], [15.896400, -9.307400, -12.737940], [17.343030, -9.696980, -12.272430], [17.808700, -10.885910, -13.008020], [18.941670, -11.564930, -12.416740], [20.171030, -10.594180, -12.181740], [20.646490, -10.090010, -13.432510], [21.800870, -9.244440, -13.243900], [12.805330, -10.498140, -12.272770], [13.373430, -9.379730, -13.505900], [13.570950, -8.932830, -11.847680], [15.618210, -8.383800, -12.230330], [15.874210, -9.155750, -13.817110], [17.423120, -9.868440, -11.198980], [17.991410, -8.870870, -12.564390], [17.128520, -11.630210, -12.949150], [19.276670, -12.480060, -12.905020], [18.601070, -11.887440, -11.432830], [21.007470, -11.096190, -11.695470], [19.836360, -9.726330, -11.613470], [22.046350, -8.748230, -14.182850], [22.737910, -9.665640, -12.879690], [21.494680, -8.521210, -12.488070], [14.196130, -4.820140, -14.671840], [13.909290, -5.913830, -13.637640], [12.717700, -5.675010, -12.742540], [13.658690, -7.033910, -14.404600], [14.489570, -3.914600, -14.140830], [13.347860, -4.581190, -15.313270], [15.108560, -5.106680, -15.194780], [14.737130, -6.120890, -12.959480], [11.822390, -5.321670, -13.254080], [13.070560, -5.003190, -11.960080], [12.431530, -6.586520, -12.217810], [14.374420, -7.187920, -15.025580], [14.579770, -3.915070, -18.419690], [15.368910, -2.722580, -18.094010], [14.519670, -1.694680, -17.341810], [16.316840, -3.220080, -17.256810], [15.121700, -4.808860, -18.728820], [13.843100, -3.672340, -19.185510], [14.122770, -4.320680, -17.517060], [15.782510, -2.260340, -18.990330], [14.312910, -2.036380, -16.327620], [13.684480, -1.243650, -17.877660], [15.128550, -0.831280, -17.073670], [16.771080, -3.878050, -17.788150]], "atomic_forces_ev_per_a": [[-0.66, 0.18, -0.30], [5.39, -0.38, -0.80], [0.73, 0.97, 0.26], [7.92, -0.93, -0.30], [-3.30, 7.24, 3.42], [-0.29, 4.76, -5.27], [-5.48, -11.49, 3.10], [-3.23, -1.02, -6.65], [5.24, -8.49, -0.98], [-7.31, -4.13, 10.78], [1.78, 14.68, -3.59], [-1.20, -0.55, -0.15], [-1.04, 3.56, -2.19], [1.37, 0.56, 3.74], [-3.48, -2.24, 0.83], [2.43, -2.55, -2.28], [-0.16, 0.25, 0.04], [-1.59, -0.52, -0.90], [0.06, 0.56, 0.86], [-0.14, -0.23, -1.24], [2.02, 0.12, 1.75], [-0.68, -1.14, -0.48], [-0.41, 1.01, 0.32], [1.08, -0.07, 0.17], [-0.64, -0.11, -0.06], [0.31, 0.28, 0.03], [-0.25, -0.50, 0.07], [-0.10, 0.19, 0.47], [0.68, -0.74, -0.02], [0.60, 0.68, -0.09], [-0.46, 0.81, -0.44], [0.29, -0.29, 0.38], [0.16, -0.27, 0.04], [-0.53, -0.02, 0.18], [0.61, -0.19, -0.29], [-0.50, -0.40, 0.27], [0.21, -0.08, -0.70], [-0.33, 0.26, -0.03], [0.22, 0.01, 0.16], [0.41, 0.50, 0.12], [1.17, 0.29, -0.18], [-1.05, 0.18, 0.32], [0.91, -0.81, 0.24], [-0.85, -0.67, -1.46], [-0.12, -0.56, -0.54], [1.64, 1.70, 1.21], [-0.67, -0.32, -1.65], [1.15, -0.44, 0.37], [-1.34, 0.36, -0.07], [0.49, -0.37, 0.23], [0.19, -0.05, -0.22], [-0.32, 0.07, 0.25], [-0.10, 0.17, 0.07], [0.33, 0.28, -0.05], [-0.31, 0.17, 0.47], [-0.02, 0.13, 0.07], [-0.88, 0.45, -0.34], [-0.23, 0.28, -0.67], [0.42, -0.21, 0.82], [-0.11, -0.26, 0.47], [0.03, -0.04, 0.53], [-0.47, -0.04, -0.01], [-0.09, -1.01, 0.14], [0.20, 0.57, -0.04], [0.96, 0.66, 1.75], [-0.43, 0.70, -0.90], [0.08, -0.04, 0.48], [-1.11, -2.15, -0.31], [-0.07, 0.39, -0.06], [0.04, -0.37, -0.02], [-0.20, 0.03, -0.51], [0.57, 0.32, -0.11], [0.13, 0.28, -0.09], [-0.45, 0.44, -0.02], [0.11, -0.26, -0.09], [0.53, -0.03, -0.24], [-1.98, -1.51, -1.05], [-0.98, 0.43, 0.26], [1.07, 0.90, 0.52], [1.39, 1.26, 1.69], [0.71, 0.42, -0.53], [-0.54, -0.26, -0.10], [-0.50, 0.46, 0.17], [0.20, 0.18, -0.33], [-0.74, -0.58, -0.22], [-0.32, -0.59, -0.01], [0.50, 0.23, -0.37], [1.32, -1.10, -0.14]], "lowdin_charge": [-0.36, 0.94, 0.49, -0.99, -0.12, -0.04, -0.11, -1.05, -0.01, -0.08, -0.07, -0.46, -0.01, 0.00, -0.02, -0.01, -0.07, -0.21, -0.20, -0.20, -0.07, -0.18, -0.19, -0.19, -0.12, 0.09, 0.08, 0.09, 0.11, 0.12, 0.12, 0.13, 0.12, 0.12, 0.11, 0.12, 0.12, 0.08, 0.08, 0.09, -0.10, -0.20, -0.18, -0.17, -0.06, -0.20, -0.22, -0.18, -0.10, 0.08, 0.06, 0.07, 0.10, 0.12, 0.11, 0.12, 0.09, 0.11, 0.09, 0.11, 0.09, 0.09, 0.07, 0.08, -0.03, -0.51, -0.06, -0.07, 0.08, 0.08, 0.08, 0.13, 0.08, 0.08, 0.06, 0.03, -0.08, -0.55, -0.06, -0.03, 0.07, 0.07, 0.07, 0.14, 0.07, 0.07, 0.06, 0.03]}

=====

DFT total energy (computed, eV): -211569.229 -122140.893